No. 1
Formula: C18H20N2O4S
Source: the Open Molecules 2025 dataset
Level of theory: ωB97M-V with the def2-TZVPD basis set

## Properties
maximum force: 0.024 Eh/bohr
highest occupied orbital energy: -9.0 eV
spin multiplicity: 1
structure (SMILES): CC(=O)NS(=O)(=O)c1ccc(NC(=O)C[C@H](C)c2ccccc2)cc1
energy above the lowest of the compared OMol25 structures with the same formula, charge and spin: 16.2 kcal per mole
E_tot: -1506.60851 Eh

Last column: Mulliken charge in e.
Positions of all 45 atoms, in Å:
1 C 5.159 -3.223 1.054  -1.22
2 C 4.647 -2.021 0.293  0.78
3 O 3.828 -2.075 -0.591  -0.54
4 N 5.171 -0.830 0.697  -0.25
5 H 5.857 -0.785 1.432  0.25
6 S 4.904 0.629 -0.172  1.36
7 O 5.473 0.494 -1.475  -0.68
8 O 5.439 1.623 0.709  -0.72
9 C 3.136 0.730 -0.245  -0.10
10 C 2.440 1.086 0.892  -0.75
11 C 1.059 1.141 0.860  -0.56
12 C 0.384 0.834 -0.323  0.80
13 C 1.111 0.482 -1.465  -0.84
14 C 2.488 0.428 -1.426  -0.29
15 H 3.075 0.146 -2.284  0.48
16 H 0.588 0.244 -2.380  0.34
17 N -1.003 0.865 -0.426  -0.06
18 C -1.937 1.132 0.542  0.47
19 O -1.668 1.402 1.689  -0.66
20 C -3.363 1.021 0.040  -0.88
21 H -3.421 1.169 -1.038  0.26
22 H -3.952 1.796 0.534  0.37
23 C -3.951 -0.353 0.426  0.40
24 C -5.432 -0.375 0.133  0.44
25 C -5.910 -0.274 -1.168  -0.19
26 C -7.269 -0.293 -1.425  -0.74
27 C -8.173 -0.412 -0.383  -0.40
28 C -7.708 -0.511 0.917  -0.59
29 C -6.348 -0.492 1.170  -0.34
30 H -5.992 -0.569 2.188  0.34
31 H -8.406 -0.603 1.736  0.38
32 H -9.234 -0.427 -0.584  0.38
33 H -7.624 -0.214 -2.442  0.36
34 H -5.220 -0.180 -1.994  0.24
35 C -3.231 -1.498 -0.289  -1.60
36 H -3.707 -2.443 -0.038  0.42
37 H -3.274 -1.377 -1.370  0.28
38 H -2.189 -1.550 0.017  0.46
39 H -3.808 -0.477 1.504  0.46
40 H -1.358 0.624 -1.342  0.18
41 H 0.496 1.414 1.737  0.54
42 H 2.986 1.328 1.789  0.42
43 H 4.998 -3.089 2.121  0.34
44 H 6.224 -3.342 0.872  0.33
45 H 4.634 -4.111 0.713  0.32

No. 2
Formula: C18H20N2O5
Source: the Open Molecules 2025 dataset
Level of theory: ωB97M-V with the def2-TZVPD basis set

## Properties
maximum force: 0.029 Eh/bohr
highest occupied orbital energy: -8.5 eV
spin multiplicity: 1
structure (SMILES): N[C@@H](Cc1ccc(O)cc1)C(=O)N[C@@H](Cc1ccc(O)cc1)C(=O)O
energy above the lowest of the compared OMol25 structures with the same formula, charge and spin: 3.4 kcal per mole
E_tot: -1183.67762 Eh

Last column: Mulliken charge in e.
Positions of all 45 atoms, in Å:
1 C 1.654 -0.893 1.427  0.13
2 C 1.848 -1.011 -0.097  0.09
3 C 1.569 0.604 1.798  -0.99
4 C 0.869 0.854 3.109  -0.03
5 C 1.430 0.472 4.326  -0.37
6 C -0.390 1.463 3.135  -0.12
7 C 0.772 0.677 5.526  -0.72
8 C -1.064 1.694 4.328  -0.82
9 C -0.475 1.295 5.530  0.95
10 C -0.611 -0.558 -0.558  1.14
11 C -1.649 -1.668 -0.829  0.05
12 C -1.010 0.748 -1.268  -0.93
13 C -0.869 0.659 -2.782  -0.31
14 C -1.884 0.117 -3.574  -0.47
15 C 0.288 1.115 -3.423  -0.04
16 C -1.740 0.023 -4.948  -0.66
17 C 0.448 1.031 -4.805  -0.84
18 C -0.577 0.466 -5.572  0.91
19 H 3.598 -1.318 1.642  0.30
20 H 2.669 -2.539 2.127  0.28
21 H 0.711 -1.396 1.723  0.48
22 H 1.061 1.161 0.998  0.34
23 H 2.583 1.014 1.819  0.48
24 H 2.391 -0.055 4.292  0.38
25 H -0.857 1.821 2.213  0.33
26 H 1.214 0.378 6.436  0.34
27 H -2.038 2.161 4.342  0.42
28 H -0.670 1.218 7.441  0.28
29 H 0.997 -0.871 -1.895  0.16
30 H -0.667 -0.372 0.549  -0.02
31 H -0.384 1.556 -0.898  0.41
32 H -2.044 0.938 -0.988  0.53
33 H -2.822 -0.245 -3.110  0.40
34 H 1.110 1.566 -2.837  0.32
35 H -2.544 -0.374 -5.550  0.28
36 H 1.371 1.373 -5.299  0.38
37 H -1.160 0.013 -7.366  0.29
38 H -0.181 -2.804 -1.037  0.46
39 N 2.753 -1.518 2.156  -0.60
40 N 0.739 -0.995 -0.907  -0.31
41 O 2.958 -1.123 -0.568  -0.66
42 O -1.173 1.534 6.678  -0.54
43 O -2.825 -1.449 -0.822  -0.57
44 O -0.371 0.404 -6.910  -0.56
45 O -1.145 -2.889 -1.038  -0.57

No. 3
Formula: C18H20N3O2
Source: the Open Molecules 2025 dataset
Level of theory: ωB97M-V with the def2-TZVPD basis set

## Properties
maximum force: 0.059 Eh/bohr
charge: -1
highest occupied orbital energy: -3.6 eV
spin multiplicity: 1
energy above the lowest of the compared OMol25 structures with the same formula, charge and spin: 0.0 kcal per mole
E_tot: -1012.63573 Eh

Last column: Mulliken charge in e.
Positions of all 43 atoms, in Å:
1 C -4.449 -0.359 1.827  -1.05
2 N -3.466 0.254 2.688  0.25
3 C -4.002 1.382 3.414  -1.05
4 C -2.099 0.003 2.543  0.03
5 C -1.288 0.868 1.784  -0.64
6 C 0.039 0.551 1.544  -0.36
7 C 0.640 -0.575 2.160  0.32
8 C 2.063 -0.869 2.043  -0.27
9 C 3.028 0.103 2.067  1.15
10 C 4.415 -0.180 2.200  -0.33
11 N 5.566 -0.355 2.331  -0.65
12 C 2.688 1.475 2.265  -0.39
13 N 2.456 2.617 2.415  -0.64
14 C -0.187 -1.443 2.913  -0.79
15 C -1.521 -1.151 3.115  -0.37
16 H -4.002 -1.188 1.273  0.31
17 H -5.271 -0.728 2.451  0.33
18 H -4.860 0.376 1.117  0.31
19 H -3.258 1.804 4.094  0.30
20 H -4.368 2.165 2.734  0.33
21 H -4.861 1.025 3.995  0.32
22 H -1.739 1.759 1.343  0.37
23 H 0.639 1.173 0.878  0.79
24 H 2.361 -1.924 2.056  0.66
25 H 0.270 -2.321 3.373  0.39
26 H -2.160 -1.797 3.713  0.40
27 C 1.648 -3.412 -0.033  -1.68
28 C 2.529 -2.296 -0.453  0.50
29 C 3.951 -2.488 -0.123  0.83
30 C 5.028 -1.677 -0.782  -1.18
31 O 4.265 -3.332 0.735  -0.76
32 C 2.019 -1.167 -1.215  0.95
33 C 0.658 -1.238 -1.899  -1.23
34 O 2.633 -0.083 -1.304  -0.82
35 H 0.600 -3.253 -0.307  0.30
36 H 1.995 -4.355 -0.500  0.32
37 H 1.708 -3.571 1.055  0.20
38 H 4.588 -0.851 -1.335  0.29
39 H 5.715 -1.283 -0.026  0.25
40 H 5.603 -2.328 -1.456  0.37
41 H 0.063 -2.121 -1.652  0.33
42 H 0.082 -0.335 -1.646  0.23
43 H 0.823 -1.237 -2.988  0.34

No. 4
Formula: C18H20N4O2
Source: the Open Molecules 2025 dataset
Level of theory: ωB97M-V with the def2-TZVPD basis set

## Properties
maximum force: 0.017 Eh/bohr
highest occupied orbital energy: -8.1 eV
spin multiplicity: 1
structure (SMILES): COc1cc(CNc2ncn[nH]2)ccc1OCc1ccccc1C
energy above the lowest of the compared OMol25 structures with the same formula, charge and spin: 30.8 kcal per mole
E_tot: -1067.40336 Eh

Last column: Mulliken charge in e.
Positions of all 44 atoms, in Å:
1 C -2.455 -1.606 -0.297  -0.95
2 H -2.819 -1.941 -1.267  0.24
3 O -1.226 -0.970 -0.553  -0.45
4 C -0.565 -0.409 0.497  0.77
5 C -0.984 -0.455 1.813  -0.25
6 C -0.234 0.143 2.825  0.17
7 C 0.945 0.787 2.503  -1.14
8 C 1.386 0.834 1.186  -0.44
9 C 0.644 0.251 0.174  0.85
10 O 0.971 0.253 -1.144  -0.27
11 C 2.271 0.666 -1.519  -0.71
12 C 2.472 0.364 -2.982  0.55
13 C 2.747 1.401 -3.862  -0.89
14 C 2.948 1.157 -5.209  -0.59
15 C 2.866 -0.138 -5.687  -0.61
16 C 2.587 -1.175 -4.814  -0.69
17 C 2.388 -0.947 -3.459  0.81
18 C 2.085 -2.088 -2.539  -1.21
19 H 1.102 -1.953 -2.092  0.15
20 H 2.814 -2.135 -1.731  0.29
21 H 2.102 -3.032 -3.078  0.41
22 H 2.522 -2.186 -5.192  0.34
23 H 3.017 -0.342 -6.736  0.38
24 H 3.164 1.975 -5.881  0.40
25 H 2.807 2.413 -3.488  0.34
26 H 2.394 1.744 -1.342  0.55
27 H 3.022 0.128 -0.919  0.46
28 H 2.311 1.340 0.962  0.40
29 H 1.538 1.254 3.276  0.35
30 C -0.771 0.134 4.232  -1.46
31 N -1.787 1.162 4.430  -0.23
32 C -3.048 0.923 3.989  0.50
33 N -3.582 -0.251 3.708  -0.51
34 C -4.866 0.048 3.412  -0.16
35 N -5.163 1.316 3.486  -0.74
36 N -3.991 1.889 3.854  0.20
37 H -3.934 2.881 4.012  0.19
38 H -5.580 -0.700 3.135  0.46
39 H -1.458 2.108 4.294  0.27
40 H -1.253 -0.819 4.453  0.40
41 H 0.027 0.320 4.954  0.48
42 H -1.900 -0.953 2.088  0.58
43 H -3.182 -0.918 0.146  0.38
44 H -2.330 -2.471 0.363  0.37

Repeat the second record exactly.
Formula: C18H20N2O5
Source: the Open Molecules 2025 dataset
Level of theory: ωB97M-V with the def2-TZVPD basis set

## Properties
maximum force: 0.029 Eh/bohr
highest occupied orbital energy: -8.5 eV
spin multiplicity: 1
structure (SMILES): N[C@@H](Cc1ccc(O)cc1)C(=O)N[C@@H](Cc1ccc(O)cc1)C(=O)O
energy above the lowest of the compared OMol25 structures with the same formula, charge and spin: 3.4 kcal per mole
E_tot: -1183.67762 Eh

Last column: Mulliken charge in e.
Positions of all 45 atoms, in Å:
1 C 1.654 -0.893 1.427  0.13
2 C 1.848 -1.011 -0.097  0.09
3 C 1.569 0.604 1.798  -0.99
4 C 0.869 0.854 3.109  -0.03
5 C 1.430 0.472 4.326  -0.37
6 C -0.390 1.463 3.135  -0.12
7 C 0.772 0.677 5.526  -0.72
8 C -1.064 1.694 4.328  -0.82
9 C -0.475 1.295 5.530  0.95
10 C -0.611 -0.558 -0.558  1.14
11 C -1.649 -1.668 -0.829  0.05
12 C -1.010 0.748 -1.268  -0.93
13 C -0.869 0.659 -2.782  -0.31
14 C -1.884 0.117 -3.574  -0.47
15 C 0.288 1.115 -3.423  -0.04
16 C -1.740 0.023 -4.948  -0.66
17 C 0.448 1.031 -4.805  -0.84
18 C -0.577 0.466 -5.572  0.91
19 H 3.598 -1.318 1.642  0.30
20 H 2.669 -2.539 2.127  0.28
21 H 0.711 -1.396 1.723  0.48
22 H 1.061 1.161 0.998  0.34
23 H 2.583 1.014 1.819  0.48
24 H 2.391 -0.055 4.292  0.38
25 H -0.857 1.821 2.213  0.33
26 H 1.214 0.378 6.436  0.34
27 H -2.038 2.161 4.342  0.42
28 H -0.670 1.218 7.441  0.28
29 H 0.997 -0.871 -1.895  0.16
30 H -0.667 -0.372 0.549  -0.02
31 H -0.384 1.556 -0.898  0.41
32 H -2.044 0.938 -0.988  0.53
33 H -2.822 -0.245 -3.110  0.40
34 H 1.110 1.566 -2.837  0.32
35 H -2.544 -0.374 -5.550  0.28
36 H 1.371 1.373 -5.299  0.38
37 H -1.160 0.013 -7.366  0.29
38 H -0.181 -2.804 -1.037  0.46
39 N 2.753 -1.518 2.156  -0.60
40 N 0.739 -0.995 -0.907  -0.31
41 O 2.958 -1.123 -0.568  -0.66
42 O -1.173 1.534 6.678  -0.54
43 O -2.825 -1.449 -0.822  -0.57
44 O -0.371 0.404 -6.910  -0.56
45 O -1.145 -2.889 -1.038  -0.57

> Which of these has the highest highest occupied orbital energy?

C18H20N3O2

> Which formula does entry 4 have?

C18H20N4O2